(1)
Computed, not measured: a gas-phase ion, C6H8N3O (charge +1), with ωB97M-V/def2-TZVPD.

SMILES string	N=C=C/C=C\C=N\C(=[NH2+])O
lowest unoccupied orbital energy	-4.5	eV
charge	+1
maximum force	5.0	eV Å⁻¹
Kohn-Sham gap	7.925	eV
highest occupied orbital energy	-12.5	eV
energy relative to the best compared isomer or geometry (same formula, charge and spin)	313.9	kJ/mol
E	-12859.967	eV

Element x y z (Å)
1 H -2.04004 2.34477 0.43587
2 C 1.75002 -0.00740 -0.15215
3 N -0.11488 -2.39224 0.24805
4 C -2.01448 -1.01123 -0.60074
5 H 2.27758 0.18964 1.77657
6 H 3.21147 -1.03887 0.89988
7 O 2.41793 -0.39746 -1.25749
8 N 0.62920 0.59168 -0.23754
9 C -0.95734 -1.64608 -0.10739
10 C -0.19352 1.50649 0.11306
11 N 2.34985 -0.46928 0.91545
12 C -1.51333 1.40092 0.03761
13 H -3.33018 0.67308 -0.61774
14 H 1.80056 -0.16099 -2.09120
15 C -2.28680 0.34260 -0.33074
16 H 0.19876 2.53470 0.47734
17 H -2.55879 -1.80215 -1.16780
18 H 0.55382 -3.05213 0.04477

Atomic partial charges in e from the natural (NBO) method, atoms 1 to 4: H 0.25; C 0.77; N -0.56; C -0.52

(2)
Computed, not measured: 8 unconnected molecules or ions with the total composition H16O8, with ωB97M-V/def2-TZVPD.

SMILES string	O.O.O.O.O.O.O.O
lowest unoccupied orbital energy	-0.1	eV
charge	0
maximum force	0.4	eV Å⁻¹
Kohn-Sham gap	10.509	eV
highest occupied orbital energy	-10.6	eV
energy relative to the best compared isomer or geometry (same formula, charge and spin)	204.6	kJ/mol
E	-16639.890	eV

Element x y z (Å)
1 O -1.63830 3.29872 2.13106
2 H 2.60798 -1.36177 -0.80525
3 H 1.74284 -2.54334 -1.24392
4 H 0.64203 0.96620 -2.15243
5 H 0.29238 2.87128 0.10763
6 O -0.16299 0.47270 0.12456
7 H 0.21189 -2.57035 0.71169
8 O 1.14194 0.47538 -2.81565
9 H -1.72054 2.33548 2.16859
10 H 1.55621 -0.24258 -2.32453
11 O 0.91615 3.47659 -0.30886
12 H -0.27606 -3.73375 -0.14795
13 O 1.69030 -1.62925 -0.93775
14 H 0.22206 -0.40153 0.01229
15 H -1.86600 3.60147 3.01369
16 H 1.18306 4.07157 0.39638
17 O -0.56866 -2.67956 -2.67171
18 H -0.05768 -1.99618 -2.22678
19 O -0.55903 -3.11626 0.53341
20 H -0.71995 0.40886 0.91234
21 H -0.38868 -2.53694 -3.60590
22 O -1.39058 0.48761 2.71565
23 H -2.19225 0.17755 3.15019
24 H -0.66613 0.16810 3.26324

Atomic partial charges in e from the natural (NBO) method, atoms 1 to 4: O -0.96; H 0.50; H 0.49; H 0.49

Question: What is the formula in the first record?
Answer: C6H8N3O

Please write out number 1 again, unchanged.
Computed, not measured: a gas-phase ion, C6H8N3O (charge +1), with ωB97M-V/def2-TZVPD.

SMILES string	N=C=C/C=C\C=N\C(=[NH2+])O
lowest unoccupied orbital energy	-4.5	eV
charge	+1
maximum force	5.0	eV Å⁻¹
Kohn-Sham gap	7.925	eV
highest occupied orbital energy	-12.5	eV
energy relative to the best compared isomer or geometry (same formula, charge and spin)	313.9	kJ/mol
E	-12859.967	eV

Element x y z (Å)
1 H -2.04004 2.34477 0.43587
2 C 1.75002 -0.00740 -0.15215
3 N -0.11488 -2.39224 0.24805
4 C -2.01448 -1.01123 -0.60074
5 H 2.27758 0.18964 1.77657
6 H 3.21147 -1.03887 0.89988
7 O 2.41793 -0.39746 -1.25749
8 N 0.62920 0.59168 -0.23754
9 C -0.95734 -1.64608 -0.10739
10 C -0.19352 1.50649 0.11306
11 N 2.34985 -0.46928 0.91545
12 C -1.51333 1.40092 0.03761
13 H -3.33018 0.67308 -0.61774
14 H 1.80056 -0.16099 -2.09120
15 C -2.28680 0.34260 -0.33074
16 H 0.19876 2.53470 0.47734
17 H -2.55879 -1.80215 -1.16780
18 H 0.55382 -3.05213 0.04477

Atomic partial charges in e from the natural (NBO) method, atoms 1 to 4: H 0.25; C 0.77; N -0.56; C -0.52